(1)
{"formula": "C4H13N3", "method": "wB97M-V/def2-TZVPD", "e_tot_ha": -323.73553, "total_charge": 2, "orbital_gap_ev": 11.562, "species": ["C", "N", "C", "N", "N", "C", "C", "H", "H", "H", "H", "H", "H", "H", "H", "H", "H", "H", "H", "H"], "coordinates": [[0.081433, 1.802520, -0.250344], [-0.527212, 0.570824, 0.130039], [-1.834562, 0.335700, 0.103241], [-2.343900, -0.932866, 0.067914], [0.433464, -0.616640, 0.268220], [1.581906, -0.128804, 1.084615], [0.892466, -1.003227, -1.083703], [-0.806560, 2.451658, -0.401777], [0.601574, 1.790526, -1.279141], [0.698478, 2.059467, 0.608739], [-2.372676, 1.288260, 0.014906], [-3.347206, -1.111945, 0.197691], [-1.639306, -1.680578, -0.169428], [0.104270, -1.252799, 0.923663], [2.175828, 0.510062, 0.438230], [1.160158, 0.272324, 2.018865], [2.095662, -1.067361, 1.435454], [1.546388, -0.222974, -1.507641], [1.556672, -1.837171, -0.960073], [-0.056876, -1.226981, -1.639470]], "forces_ev_per_angstrom": [[0.0, 1.2, -1.2], [-0.2, -3.4, 0.0], [0.0, -2.3, -0.6], [2.0, 2.2, 0.0], [0.7, 4.8, -1.0], [0.7, -1.2, 1.2], [-1.1, -0.7, -0.6], [1.0, 0.2, 0.3], [-0.6, -0.2, 1.7], [0.1, 1.0, -0.6], [-0.7, -0.8, 0.3], [0.6, -0.1, -0.2], [-1.9, 0.7, 0.5], [-1.9, -2.2, 0.8], [0.3, 0.0, 0.6], [0.4, 0.5, -0.5], [0.0, 1.0, -0.7], [-0.8, 0.0, 0.1], [0.0, -0.8, -0.1], [1.4, 0.1, -0.1]], "mulliken_charge": [-0.746, 0.055, 0.292, -0.295, -0.328, -1.018, -0.677, 0.305, 0.326, 0.354, 0.384, 0.286, 0.254, 0.412, 0.509, 0.434, 0.355, 0.354, 0.415, 0.329]}

=====

(2)
{"formula": "C28H29Cl2F5NO7S2Ti", "method": "wB97M-V/def2-TZVPD", "e_tot_ha": -4731.24113, "total_charge": 1, "orbital_gap_ev": 6.473, "species": ["Ti", "C", "C", "C", "C", "C", "C", "C", "C", "C", "C", "H", "H", "H", "H", "H", "H", "H", "H", "H", "H", "H", "H", "H", "H", "O", "S", "O", "O", "C", "C", "C", "C", "C", "C", "S", "O", "O", "O", "H", "H", "H", "H", "C", "C", "C", "C", "C", "N", "H", "H", "H", "H", "H", "H", "H", "H", "H", "F", "C", "C", "F", "C", "F", "C", "O", "C", "F", "C", "F", "Cl", "C", "Cl", "H", "H"], "coordinates": [[-0.693845, 0.255569, -0.710318], [2.675039, -4.019062, -1.566145], [1.769272, -3.947540, -0.339022], [1.987271, -5.182605, 0.538320], [1.925804, -2.656474, 0.450987], [1.374569, -2.523832, 1.728242], [1.530321, -1.366742, 2.471250], [2.243946, -0.279496, 1.969852], [2.463278, 0.962119, 2.791806], [2.767767, -0.393845, 0.689869], [2.613643, -1.559455, -0.054154], [2.562965, -4.989174, -2.051526], [3.723707, -3.909502, -1.281923], [2.434765, -3.255436, -2.306036], [0.735308, -3.974131, -0.706864], [2.982512, -5.159942, 0.985853], [1.909757, -6.091368, -0.060746], [1.263636, -5.261743, 1.349971], [0.826466, -3.348116, 2.169232], [1.111222, -1.315078, 3.470254], [1.944462, 1.822855, 2.362656], [3.522187, 1.218521, 2.832782], [2.110194, 0.826954, 3.813649], [3.352869, 0.419966, 0.275323], [3.083028, -1.615155, -1.026660], [0.933346, 0.245377, -1.764715], [0.267600, -0.290472, -3.038567], [0.914370, -1.403654, -3.621500], [-1.120501, -0.533937, -2.513442], [0.181404, 1.040122, -4.166351], [0.947873, 0.890540, -5.310599], [0.957102, 1.898627, -6.268228], [0.211516, 3.041233, -6.074069], [-0.562389, 3.197402, -4.926314], [-0.590123, 2.206735, -3.964978], [-1.777563, 2.471217, -2.666279], [-2.024809, 3.860541, -2.515778], [-2.885224, 1.605199, -2.928388], [-1.012957, 1.953935, -1.387562], [1.525906, -0.011544, -5.447905], [1.553866, 1.780408, -7.161866], [0.217992, 3.825041, -6.819195], [-1.155268, 4.089010, -4.775592], [-2.258337, -4.532049, 1.510469], [-2.456319, -4.024057, 0.076509], [-3.930372, -3.663803, -0.177186], [-1.963724, -5.046909, -0.954780], [-1.689096, -2.770066, -0.070644], [-1.140112, -1.767895, -0.163558], [-2.896102, -5.403997, 1.654987], [-2.534129, -3.774242, 2.243570], [-1.224009, -4.829103, 1.682759], [-4.509500, -4.586205, -0.154871], [-4.066038, -3.192647, -1.150726], [-4.310472, -2.995375, 0.595504], [-2.639130, -5.901558, -0.925940], [-0.958775, -5.394641, -0.721624], [-1.969418, -4.636601, -1.964528], [-3.168767, 3.325560, 4.978300], [-2.518979, 2.656530, 4.039226], [-2.760091, 1.304138, 3.860340], [-3.638099, 0.673565, 4.630459], [-2.090603, 0.612125, 2.867402], [-2.343788, -0.687248, 2.691412], [-1.188395, 1.262381, 2.041323], [-0.611812, 0.619824, 0.998017], [-0.946570, 2.615432, 2.231505], [-0.104994, 3.260159, 1.431090], [-1.605594, 3.311967, 3.227899], [-1.383082, 4.608112, 3.389533], [-3.402563, 0.097131, -0.282497], [-4.528718, 1.509532, -0.351552], [-3.863077, 2.952147, 0.366518], [-5.385885, 1.184060, 0.225429], [-4.739077, 1.670672, -1.401562]], "forces_ev_per_angstrom": [[0.0, 0.3, 0.2], [0.0, 0.0, 0.0], [0.0, 0.0, 0.0], [0.0, 0.0, 0.0], [0.0, 0.0, 0.1], [0.0, -0.1, 0.0], [0.0, 0.1, 0.0], [0.0, 0.0, 0.1], [0.0, 0.0, 0.0], [0.1, -0.1, 0.0], [0.1, 0.0, 0.1], [0.0, 0.0, 0.0], [0.0, 0.0, 0.0], [0.0, 0.0, 0.0], [0.0, 0.0, 0.0], [0.0, 0.0, 0.0], [0.0, 0.0, 0.0], [0.0, 0.0, 0.0], [0.0, 0.0, 0.0], [0.0, 0.0, 0.0], [0.0, 0.0, 0.0], [0.0, 0.0, 0.0], [0.0, 0.0, 0.0], [0.0, 0.0, 0.0], [0.0, 0.0, 0.0], [0.0, -0.5, -0.1], [-0.2, -0.1, 0.0], [0.1, 0.0, 0.0], [0.3, -0.1, -0.5], [-0.1, 0.3, -0.1], [0.0, 0.1, 0.0], [0.1, -0.1, 0.0], [0.0, 0.1, 0.0], [0.1, 0.0, 0.0], [0.1, -0.2, -0.1], [-0.1, -0.2, 0.3], [0.3, 0.1, 0.0], [0.0, -0.1, 0.0], [-0.6, 0.2, -0.2], [0.0, 0.0, 0.0], [0.0, 0.0, 0.0], [0.0, 0.0, 0.0], [0.0, 0.0, 0.0], [0.0, 0.0, 0.0], [0.1, 0.2, 0.0], [0.0, 0.1, 0.0], [0.0, 0.0, 0.0], [-0.1, -0.2, 0.1], [-0.2, -0.1, -0.2], [0.0, 0.0, 0.0], [0.0, 0.0, 0.0], [0.0, 0.0, 0.0], [0.0, 0.0, 0.0], [0.0, 0.0, 0.0], [0.0, 0.0, 0.0], [0.0, 0.0, 0.0], [0.0, 0.0, 0.0], [0.0, 0.0, 0.0], [0.0, 0.0, 0.0], [0.0, 0.0, 0.0], [0.0, 0.0, 0.0], [0.0, 0.0, 0.0], [-0.1, -0.1, 0.1], [0.1, 0.0, 0.0], [0.1, -0.1, -0.2], [0.1, 0.5, 0.4], [0.0, 0.2, 0.1], [0.0, -0.1, 0.0], [0.0, 0.0, 0.0], [0.0, 0.0, 0.0], [0.0, -0.2, 0.1], [0.0, 0.0, -0.1], [0.1, 0.0, 0.0], [0.0, 0.0, -0.1], [0.0, 0.0, 0.0]], "mulliken_charge": [0.581, -1.800, 2.249, -1.625, 0.474, -0.496, -0.696, 0.871, -1.564, -1.052, -0.347, 0.460, 0.422, 0.198, -0.805, 0.451, 0.433, 0.329, 0.141, 0.385, 0.202, 0.439, 0.339, 0.437, 0.477, -0.237, 1.519, -0.527, -0.426, 0.265, -0.677, -0.701, -0.622, -0.742, -0.501, 1.732, -0.680, -0.684, -0.343, 0.594, 0.423, 0.425, 0.566, -1.343, 2.169, -1.805, -1.562, -0.585, 0.590, 0.463, 0.280, 0.197, 0.516, 0.366, 0.352, 0.470, 0.321, 0.385, -0.291, 0.569, 0.273, -0.300, 0.106, -0.199, 0.004, 0.375, -0.221, -0.415, 0.473, -0.300, 0.090, -0.674, -0.060, 0.456, 0.411]}

=====

(3)
{"formula": "C29H25Br2Cl5NO4PY", "method": "wB97M-V/def2-TZVPD", "e_tot_ha": -9303.68238, "total_charge": 1, "orbital_gap_ev": 5.669, "species": ["Y", "C", "C", "C", "C", "C", "C", "C", "H", "H", "H", "H", "H", "H", "H", "H", "Br", "C", "Br", "H", "H", "C", "P", "C", "C", "C", "C", "C", "C", "C", "H", "H", "H", "H", "H", "H", "H", "H", "H", "H", "H", "O", "C", "O", "C", "C", "C", "C", "C", "C", "N", "O", "O", "H", "H", "H", "H", "Cl", "C", "C", "C", "Cl", "C", "Cl", "C", "Cl", "C", "Cl"], "coordinates": [[-0.213785, -0.977211, -0.023585], [3.874841, -0.716372, -0.171715], [1.698140, 1.106085, 0.794736], [2.244106, 2.134088, 0.076486], [1.586575, 3.355830, 0.172746], [0.448985, 3.499522, 0.968271], [-0.042750, 2.437465, 1.714150], [0.604252, 1.202515, 1.638693], [4.813774, -0.914403, -0.630731], [1.799933, -0.885050, -0.595611], [3.276700, -0.137414, 1.773290], [3.122920, 1.974912, -0.542493], [1.965948, 4.208715, -0.375380], [-0.041300, 4.461903, 1.023254], [-0.905239, 2.564400, 2.355773], [0.357068, 0.400955, 2.334665], [-1.730497, -3.581703, -1.499011], [-0.070462, -4.336926, -2.189998], [1.424992, -3.910841, -1.075207], [0.077850, -3.902367, -3.169292], [-0.214359, -5.408698, -2.216969], [-4.023858, -2.188432, 1.189169], [-2.593788, -1.155732, 1.639025], [-2.484779, -1.295471, 3.448560], [-3.118810, 0.554774, 1.316709], [-3.603020, 1.418053, 2.299221], [-3.899236, 2.736597, 1.987011], [-3.712971, 3.208818, 0.692986], [-3.235373, 2.357769, -0.292179], [-2.942542, 1.038822, 0.023152], [-4.226706, -2.095470, 0.122216], [-4.908530, -1.878719, 1.745728], [-3.800420, -3.231648, 1.416061], [-3.455751, -1.136775, 3.918361], [-1.770511, -0.571741, 3.842842], [-2.135641, -2.296247, 3.700829], [-3.748154, 1.068482, 3.313098], [-4.278385, 3.397355, 2.755388], [-3.943994, 4.238233, 0.453725], [-3.084448, 2.713816, -1.302255], [-2.580326, 0.404520, -0.785109], [-0.072051, 0.827917, -1.543376], [0.408469, 0.035106, -2.403549], [0.194683, -1.215312, -2.262457], [1.227836, 0.482503, -3.549425], [2.134015, -0.391124, -4.142594], [2.912210, 0.039929, -5.205197], [2.780721, 1.334830, -5.685727], [1.872216, 2.180840, -5.075322], [1.095684, 1.786579, -4.005869], [1.731123, 3.564507, -5.576328], [0.923355, 4.277503, -5.016280], [2.485839, 3.918565, -6.454756], [2.227757, -1.396784, -3.755727], [3.625033, -0.631264, -5.663413], [3.368978, 1.696599, -6.516173], [0.406794, 2.477768, -3.543031], [2.665597, -0.521140, 0.637722], [1.659732, -1.758809, 1.439870], [1.513747, -2.189607, 2.689845], [0.498942, -3.225672, 3.020996], [-0.636676, -3.869530, 1.911020], [0.649934, -3.595531, 4.297727], [-0.276689, -4.725381, 5.155626], [1.796008, -2.856574, 4.875695], [2.325180, -3.052884, 6.471237], [2.309505, -2.048630, 3.935225], [3.641614, -1.006817, 4.117653]], "forces_ev_per_angstrom": [[0.7, -0.6, -1.0], [-0.3, -0.2, -0.6], [-0.2, -1.0, 0.4], [-0.3, 0.1, -0.2], [0.0, 0.0, 0.0], [0.0, 0.0, 0.0], [0.1, 0.0, -0.2], [-0.1, 0.1, 0.3], [0.1, 0.0, 0.1], [-0.3, 0.3, 0.4], [-0.4, 0.2, 0.5], [0.0, 0.0, 0.0], [0.0, 0.0, 0.0], [0.0, 0.0, 0.0], [0.0, 0.0, 0.0], [0.0, 0.0, 0.0], [-0.1, 0.0, 0.2], [-0.1, 0.1, 0.0], [0.0, -0.1, -0.1], [0.0, 0.0, 0.0], [0.0, 0.0, 0.0], [0.0, 0.0, 0.0], [-0.1, 0.3, 0.0], [0.0, 0.0, 0.0], [-0.1, 0.0, 0.2], [0.0, 0.0, 0.0], [0.0, 0.0, 0.0], [0.0, 0.0, 0.0], [0.0, 0.0, 0.0], [0.0, 0.1, -0.1], [0.0, 0.0, 0.0], [0.0, 0.0, 0.0], [0.0, 0.0, 0.0], [0.0, 0.0, 0.0], [0.0, 0.0, 0.0], [0.0, 0.0, 0.0], [0.0, 0.0, 0.0], [0.0, 0.0, 0.0], [0.0, 0.0, 0.0], [0.0, 0.0, 0.0], [0.0, -0.1, 0.0], [0.1, 0.1, 0.1], [-0.4, -0.6, -0.1], [-0.1, 0.0, 0.0], [0.0, 0.3, 0.1], [0.0, 0.0, 0.0], [0.0, 0.0, 0.0], [0.0, 0.0, 0.0], [-0.1, -0.1, -0.1], [0.0, 0.0, 0.0], [0.4, 0.2, 0.4], [-0.1, -0.1, -0.1], [-0.2, -0.1, -0.2], [0.0, 0.0, 0.0], [0.0, 0.0, 0.0], [0.0, 0.0, 0.0], [0.0, 0.0, 0.0], [3.7, 0.7, 0.5], [-3.5, 0.2, -0.9], [1.5, -0.2, 0.4], [0.0, 0.1, 0.0], [0.1, 0.1, 0.0], [0.1, 0.0, 0.1], [0.0, 0.0, 0.0], [-0.1, 0.0, 0.0], [0.0, 0.0, 0.0], [-0.3, 0.1, -0.1], [0.1, 0.0, 0.0]], "mulliken_charge": [-0.740, -0.478, 0.464, -0.692, -0.610, -0.762, -0.563, -0.127, 0.584, 0.237, 0.475, 0.491, 0.443, 0.436, 0.586, 0.515, -0.066, -0.501, 0.021, 0.312, 0.442, -1.257, 1.298, -1.599, 0.672, -0.615, -0.652, -0.593, -0.872, -0.460, 0.368, 0.451, 0.397, 0.527, 0.423, 0.352, 0.307, 0.422, 0.438, 0.467, 0.548, -0.394, 1.041, -0.582, 0.238, -0.608, -0.741, -0.507, -0.189, -0.088, 1.054, -0.607, -0.602, 0.498, 0.421, 0.510, 0.703, -0.195, 0.385, 0.647, -1.043, 0.047, 0.407, -0.148, 0.471, -0.165, -0.465, -0.175]}

=====

(4)
{"formula": "C20H21FN", "method": "wB97M-V/def2-TZVPD", "e_tot_ha": -929.08713, "total_charge": 1, "orbital_gap_ev": 7.912, "species": ["C", "C", "C", "C", "C", "C", "C", "C", "C", "C", "C", "C", "C", "C", "C", "F", "C", "C", "C", "C", "N", "C", "H", "H", "H", "H", "H", "H", "H", "H", "H", "H", "H", "H", "H", "H", "H", "H", "H", "H", "H", "H", "H"], "coordinates": [[-2.789132, -0.206503, 2.241709], [-1.463894, 0.380984, 2.502356], [-1.104574, 1.604206, 2.951520], [0.392422, 1.749561, 2.941120], [0.997702, 2.358142, 4.152215], [0.695433, 1.610953, 5.464323], [1.171598, 0.304563, 5.595038], [0.923194, -0.460244, 6.738227], [0.160611, 0.081861, 7.778158], [-0.287173, 1.402350, 7.678222], [0.041607, 2.178882, 6.560097], [0.679314, 3.869170, 4.105065], [1.532661, 4.685508, 3.343708], [1.358429, 6.070105, 3.293949], [0.294544, 6.616826, 4.007245], [0.184161, 7.983125, 4.078216], [-0.643921, 5.832779, 4.666438], [-0.488404, 4.438180, 4.617087], [0.799356, 0.331797, 2.562082], [2.162324, -0.165559, 2.339462], [-0.298939, -0.357686, 2.297687], [-0.332342, -1.765299, 1.918868], [-3.543239, 0.587080, 2.298684], [-2.848884, -0.645264, 1.237871], [-3.062022, -0.981625, 2.970759], [-1.790787, 2.399864, 3.218580], [0.699273, 2.354846, 2.066512], [2.093145, 2.297788, 4.046642], [1.769364, -0.121838, 4.787485], [1.319522, -1.476805, 6.798771], [-0.080118, -0.517122, 8.654825], [-0.887058, 1.849986, 8.471872], [-0.215432, 3.236444, 6.567545], [2.346904, 4.216880, 2.786005], [2.047489, 6.696236, 2.734602], [-1.476153, 6.279226, 5.206189], [-1.282401, 3.801983, 5.015011], [2.845708, 0.695806, 2.369616], [2.484325, -0.883296, 3.112897], [2.280428, -0.661228, 1.362307], [0.687717, -2.150334, 1.840775], [-0.878848, -2.358616, 2.667595], [-0.821392, -1.890783, 0.943967]], "forces_ev_per_angstrom": [[-0.7, -0.1, -0.1], [-0.3, 1.9, 0.9], [-0.4, -0.3, -0.6], [-1.1, -2.0, -1.1], [1.0, 1.3, 1.5], [0.0, 0.2, 0.1], [-0.2, -0.3, 0.1], [-0.1, 0.2, -0.1], [-0.1, 0.1, -0.3], [0.4, -0.1, -0.2], [-0.2, -0.1, 0.2], [-0.1, -0.2, -0.6], [-0.1, 0.2, 0.5], [-0.2, -0.4, 0.1], [0.1, 0.8, 0.3], [0.0, -1.3, -0.1], [0.1, -0.3, -0.4], [0.1, 0.3, 0.3], [-1.5, 0.0, -0.4], [0.9, 0.0, -0.2], [2.2, -0.3, 0.2], [0.1, -0.6, -0.3], [0.2, -0.2, 0.0], [0.0, 0.1, 0.2], [0.1, 0.1, -0.2], [0.1, -0.2, -0.1], [-0.1, -0.1, 0.0], [-0.2, 0.1, -0.1], [-0.2, 0.1, 0.4], [-0.1, 0.4, 0.1], [0.1, 0.1, -0.2], [0.3, -0.1, -0.1], [0.0, -0.5, 0.0], [0.0, 0.3, 0.3], [-0.2, 0.0, 0.1], [0.1, 0.0, -0.3], [0.3, 0.3, 0.1], [-0.1, -0.4, 0.0], [-0.2, 0.2, -0.3], [-0.1, 0.2, 0.3], [-0.3, 0.1, 0.1], [0.2, 0.4, -0.2], [0.1, 0.1, 0.3]], "mulliken_charge": [-1.721, 0.089, -0.646, 1.350, 0.331, -0.095, -0.287, -0.810, -0.505, -0.824, -0.401, -0.261, -0.304, -0.810, 0.410, -0.307, -1.136, -0.286, -0.267, -1.980, 0.408, -0.974, 0.374, 0.391, 0.349, 0.502, 0.752, 0.713, 0.362, 0.404, 0.395, 0.413, 0.791, 0.403, 0.438, 0.438, 0.765, 0.364, 0.454, 0.583, 0.440, 0.359, 0.336]}